Density functional theory data (the ωB97M-V functional and the def2-TZVPD basis) for a cluster of 3 separate species, C40H57ClN4O8 in total at a distorted geometry.

```
110
Properties=species:S:1:pos:R:3:forces:R:3
C 3.3637 -1.2691 3.6248 0.645 -0.115 -0.123
C 3.6872 -2.3703 2.5986 0.158 0.217 0.345
C 2.6210 -3.4353 2.4890 -0.082 -0.136 0.398
N 1.3538 -2.9038 1.9829 0.308 -0.529 -0.483
C 1.3548 -2.4057 0.6694 -0.230 0.490 0.271
C 0.3758 -1.6113 0.2116 -0.249 -0.264 0.129
C -0.7894 -1.1537 1.0180 -0.155 0.336 -0.058
C -0.5621 0.3344 1.3624 0.117 -0.740 0.093
C -1.5210 0.8783 2.4336 0.462 0.952 -0.893
C -2.4254 2.0187 1.9126 -0.652 -0.261 0.527
C -3.8687 1.5698 1.6556 0.693 -0.222 -0.294
C -3.9613 0.7257 0.3652 -0.121 0.155 0.245
C -4.8922 1.3388 -0.6821 0.025 -0.510 0.631
C -6.3880 1.1620 -0.3080 0.641 0.332 -0.970
C -7.2156 0.6021 -1.4816 -0.017 -0.155 0.411
C -7.5536 -0.8609 -1.2578 -0.178 0.121 -0.180
O -7.7961 -1.4814 -2.5052 -0.203 -0.160 0.058
C -7.7481 -2.8942 -2.4186 0.152 0.469 -0.194
C 0.4299 -1.0858 -1.1755 0.582 -0.211 0.154
O -0.5660 -0.8868 -1.8212 -0.522 0.260 -0.260
C 1.8051 -0.7831 -1.6798 0.153 0.284 -0.358
C 2.8320 -1.6016 -1.1993 0.400 0.285 -0.211
C 4.1635 -1.3803 -1.5725 -0.861 -0.010 -0.043
C 5.3072 -2.2083 -1.0656 -0.105 0.535 -0.366
C 5.9401 -3.1301 -2.0779 -0.661 0.256 0.287
O 7.0445 -3.5056 -1.9784 1.312 -0.549 -0.048
Cl 4.9393 -3.6664 -3.4309 -0.274 0.008 -0.146
C 4.4122 -0.3189 -2.4392 -0.168 -0.199 0.310
C 3.4045 0.5048 -2.9275 -0.206 -0.082 -0.203
C 3.7737 1.6619 -3.8268 -0.029 0.230 0.930
C 3.8970 3.0073 -3.0460 -0.164 0.411 0.011
C 4.1770 2.8343 -1.5830 0.132 0.212 0.075
O 5.1766 2.3451 -1.1526 0.662 -0.625 0.193
O 3.2238 3.3111 -0.7491 -0.936 -0.266 -0.417
C 2.0601 0.2725 -2.5720 0.488 -0.377 0.396
C 0.9722 1.0951 -3.1824 -0.168 -0.266 0.031
C 0.4667 2.2659 -2.6317 0.017 -0.376 -0.539
C -0.5339 2.9372 -3.3322 0.039 0.180 0.341
N -1.0661 2.5325 -4.4810 0.334 -0.052 0.114
C -0.5687 1.4011 -4.9815 -0.119 -0.246 -0.195
C 0.4245 0.6514 -4.3836 0.180 0.364 0.286
C 2.4433 -2.7253 -0.2953 -0.102 0.392 -0.172
O 2.9503 -3.8157 -0.3805 0.299 -0.500 0.129
H 3.4319 -0.2918 3.1564 -0.381 0.205 0.027
H 4.1321 -1.2751 4.3929 0.017 -0.056 0.195
H 2.4069 -1.4101 4.1169 -0.242 0.097 -0.137
H 3.9299 -1.8982 1.6456 -0.165 -0.121 -0.244
H 4.5932 -2.8756 2.9200 0.169 -0.068 -0.034
H 2.9849 -4.3069 1.9488 0.008 0.016 -0.317
H 2.4284 -3.7891 3.5026 -0.138 0.043 0.132
H 0.5938 -3.5521 2.1341 -0.133 0.116 0.109
H -1.6995 -1.2512 0.4313 -0.155 -0.055 -0.074
H -0.9163 -1.7265 1.9299 0.118 -0.112 0.122
H 0.4790 0.4018 1.6827 0.042 0.140 0.236
H -0.6186 0.9041 0.4374 -0.132 0.179 -0.102
H -2.1129 0.0703 2.8524 -0.067 -0.056 0.222
H -0.9035 1.3367 3.2003 0.007 -0.320 0.415
H -2.0285 2.4344 0.9942 0.181 0.215 -0.181
H -2.4371 2.8134 2.6583 0.010 0.146 0.029
H -4.1730 0.9787 2.5178 -0.273 0.038 0.127
H -4.5213 2.4361 1.5857 -0.133 0.114 -0.012
H -4.2764 -0.2824 0.6432 -0.148 -0.149 -0.262
H -2.9784 0.6159 -0.0890 0.212 0.056 0.045
H -4.6247 2.3892 -0.7594 -0.035 0.124 -0.243
H -4.6653 0.8630 -1.6328 -0.151 -0.001 -0.223
H -6.4204 0.4877 0.5430 -0.351 -0.022 0.238
H -6.7825 2.1319 -0.0232 -0.162 0.031 0.304
H -6.6719 0.6536 -2.4192 0.226 0.144 -0.088
H -8.1225 1.1853 -1.6222 -0.196 -0.063 -0.028
H -8.4423 -0.9375 -0.6186 -0.047 -0.151 0.068
H -6.7437 -1.3787 -0.7356 0.253 0.034 -0.030
H -8.1835 -3.2435 -1.4831 -0.100 -0.160 0.065
H -6.7117 -3.2294 -2.4976 0.094 -0.144 0.168
H -8.2971 -3.2948 -3.2631 -0.149 -0.093 -0.064
H 6.1053 -1.5358 -0.7584 0.180 0.014 0.028
H 5.0616 -2.8105 -0.2011 -0.175 -0.196 0.087
H 5.4399 -0.1323 -2.7191 0.066 0.168 -0.083
H 4.7397 1.4691 -4.2759 0.003 -0.174 -0.299
H 2.9962 1.7867 -4.5707 0.131 0.036 -0.354
H 3.0188 3.6333 -3.1602 -0.223 -0.077 -0.090
H 4.7438 3.5713 -3.4265 0.097 0.041 -0.199
H 3.2106 2.7486 0.0369 0.391 0.284 0.273
H 0.8450 2.6400 -1.6980 0.048 0.199 0.203
H -0.9141 3.8630 -2.9187 -0.168 0.028 0.009
H -0.9911 1.0496 -5.9141 -0.123 0.081 -0.082
H 0.7895 -0.2654 -4.8164 -0.069 -0.127 -0.191
C -3.3390 6.4196 0.1262 -0.001 -0.053 0.024
C -3.3691 5.5745 -1.1255 -0.003 -0.086 -0.053
O -3.2803 4.3575 -1.0859 0.067 0.009 0.080
N -3.4988 6.2164 -2.3155 0.024 0.081 0.111
C -3.6164 7.6416 -2.5615 0.003 -0.290 -0.225
H -3.2315 5.7605 0.9824 0.002 -0.059 -0.041
H -2.4950 7.1098 0.1056 -0.060 0.077 0.011
H -4.2654 6.9852 0.2320 0.050 0.085 0.003
H -3.5119 5.5930 -3.1083 -0.008 0.000 -0.013
H -4.5573 7.8543 -3.0715 -0.002 0.109 0.045
H -2.7959 7.9779 -3.1974 -0.008 0.109 0.044
H -3.5890 8.1984 -1.6315 0.003 -0.012 0.028
C 3.7155 -4.8234 6.1727 -0.004 0.061 -0.021
C 5.0490 -4.6652 5.4797 0.062 0.065 -0.032
O 5.4382 -3.5835 5.0684 -0.043 -0.021 0.032
N 5.8107 -5.7786 5.3250 -0.137 -0.022 0.064
C 5.5160 -7.1367 5.7435 0.291 0.142 -0.176
H 3.2336 -3.8513 6.2163 0.055 0.036 -0.029
H 3.0731 -5.5109 5.6206 -0.006 -0.061 0.081
H 3.8505 -5.1941 7.1892 -0.060 -0.075 -0.017
H 6.6854 -5.6041 4.8558 0.011 -0.012 -0.003
H 6.2821 -7.4862 6.4374 -0.078 -0.073 0.051
H 5.5076 -7.7989 4.8765 -0.075 -0.072 0.055
H 4.5502 -7.1898 6.2334 -0.018 0.023 0.005
```
Positions in Å, forces in eV/Å.

Values from the calculation:
- max |F| (eV Å⁻¹) = 1.4
- gap between HOMO and LUMO (eV) = 8.013
- LUMO energy (eV) = -0.56
- E_HOMO (Ha) = -0.3150

Atomic partial charges in e from the Mulliken method, atoms 1 to 99: number 1, C, carries -1.587; number 2, C, carries 0.924; number 3, C, carries -1.195; number 4, N, carries -0.195; number 5, C, carries 0.888; number 6, C, carries -0.311; number 7, C, carries -1.050; number 8, C, carries -0.048; number 9, C, carries -1.015; number 10, C, carries -0.674; number 11, C, carries -1.077; number 12, C, carries 0.046; number 13, C, carries -0.280; number 14, C, carries -0.894; number 15, C, carries -0.778; number 16, C, carries -0.468; number 17, O, carries -0.361; number 18, C, carries -0.751; number 19, C, carries 0.211; number 20, O, carries -0.658; number 21, C, carries 0.681; number 22, C, carries 0.738; number 23, C, carries -0.147; number 24, C, carries -0.797; number 25, C, carries 0.447; number 26, O, carries -0.467; number 27, Cl, carries -0.170; number 28, C, carries 0.088; number 29, C, carries 0.343; number 30, C, carries -1.422; number 31, C, carries -0.379; number 32, C, carries 0.431; number 33, O, carries -0.554; number 34, O, carries -0.461; number 35, C, carries -0.094; number 36, C, carries -0.248; number 37, C, carries 0.131; number 38, C, carries -0.813; number 39, N, carries -0.652; number 40, C, carries -0.559; number 41, C, carries -0.348; number 42, C, carries -0.884; number 43, O, carries -0.593; number 44, H, carries 0.410; number 45, H, carries 0.277; number 46, H, carries 0.335; number 47, H, carries -0.598; number 48, H, carries 0.690; number 49, H, carries 0.205; number 50, H, carries 0.617; number 51, H, carries 0.305; number 52, H, carries 0.118; number 53, H, carries 0.758; number 54, H, carries 0.676; number 55, H, carries -0.149; number 56, H, carries 0.499; number 57, H, carries 0.325; number 58, H, carries 0.256; number 59, H, carries 0.463; number 60, H, carries 0.425; number 61, H, carries 0.487; number 62, H, carries 0.360; number 63, H, carries -0.277; number 64, H, carries -0.212; number 65, H, carries 0.533; number 66, H, carries 0.480; number 67, H, carries 0.451; number 68, H, carries 0.372; number 69, H, carries 0.336; number 70, H, carries 0.284; number 71, H, carries 0.380; number 72, H, carries 0.326; number 73, H, carries 0.271; number 74, H, carries 0.261; number 75, H, carries 0.547; number 76, H, carries 0.136; number 77, H, carries 0.519; number 78, H, carries 0.634; number 79, H, carries 0.328; number 80, H, carries 0.287; number 81, H, carries 0.456; number 82, H, carries 0.335; number 83, H, carries 0.772; number 84, H, carries 0.427; number 85, H, carries 0.401; number 86, H, carries 0.494; number 87, C, carries -1.460; number 88, C, carries 0.856; number 89, O, carries -0.579; number 90, N, carries -0.181; number 91, C, carries -0.934; number 92, H, carries 0.240; number 93, H, carries 0.413; number 94, H, carries 0.396; number 95, H, carries 0.251; number 96, H, carries 0.297; number 97, H, carries 0.298; number 98, H, carries 0.359; number 99, C, carries -1.475

=====

Density functional theory data (the ωB97M-V functional and the def2-TZVPD basis) for the ion C2H7N2 with charge +1 at a distorted geometry.

```
11
Properties=species:S:1:pos:R:3:forces:R:3
C -1.3713 -0.3686 0.8012 -0.597 1.038 1.572
N 1.7425 0.4805 -0.6792 -0.959 0.431 -1.653
C 0.4288 0.5237 -0.5288 -2.697 1.787 1.552
N -0.2735 -0.5167 -0.1079 3.652 -0.522 -0.853
H -0.9355 0.0710 1.7452 -0.890 -0.601 -0.726
H -2.1169 0.3274 0.3902 0.310 -0.194 0.068
H -1.8716 -1.3085 1.0049 0.181 -0.104 -0.089
H 2.0839 -0.4580 -0.6277 0.933 -0.428 -0.082
H 2.0635 1.0275 -1.4845 0.476 -0.021 0.672
H -0.1613 1.5412 -0.5172 1.453 -1.963 -0.546
H 0.4114 -1.3196 0.0038 -1.863 0.578 0.086
```
Positions in Å, forces in eV/Å.

Values from the calculation:
- max |F| (eV Å⁻¹) = 3.8
- gap between HOMO and LUMO (eV) = 11.468
- net charge = +1
- LUMO energy (eV) = -4.51
- E_HOMO (Ha) = -0.5871
- energy above the lowest of the compared OMol25 structures with the same formula, charge and spin (kcal per mole) = 19.8

Now the natural (NBO) charges, all in e: number 1, C, carries -0.435; number 2, N, carries -0.701; number 3, C, carries 0.412; number 4, N, carries -0.487; number 5, H, carries 0.224; number 6, H, carries 0.241; number 7, H, carries 0.255; number 8, H, carries 0.402; number 9, H, carries 0.440; number 10, H, carries 0.244; number 11, H, carries 0.405

=====

Density functional theory data (the ωB97M-V functional and the def2-TZVPD basis) for the molecule C5H10N2.

```
17
Properties=species:S:1:pos:R:3:forces:R:3
C 1.4115 -0.3857 -0.3084 -0.301 0.033 0.193
C -1.1155 -0.9386 -0.7815 0.031 0.211 -0.007
C -1.3328 0.4527 -1.1336 0.145 -0.055 0.044
C 1.2557 0.9501 0.4576 -0.030 -0.045 -0.079
N 0.1095 -0.9183 0.2715 0.124 0.132 0.111
C -0.0492 0.4077 1.0115 0.122 -0.411 0.309
N -0.7468 0.4934 2.0526 0.151 0.012 -0.381
H 0.2270 -1.7302 0.8952 -0.055 0.217 -0.113
H -0.6018 1.3805 2.5317 0.012 -0.031 -0.049
H 2.2572 -1.0058 -0.0229 -0.034 0.030 -0.002
H 1.3335 -0.3031 -1.3877 -0.045 0.008 0.019
H -1.9047 -1.4125 -0.1948 0.038 0.014 0.001
H -0.7656 -1.6291 -1.5555 0.033 0.027 0.045
H -0.9834 0.7865 -2.1044 -0.045 -0.049 -0.045
H -2.2529 0.9108 -0.7971 -0.022 -0.030 0.001
H 2.0080 1.1131 1.2373 -0.100 -0.021 -0.050
H 1.1504 1.8284 -0.1714 -0.024 -0.041 0.002
```
Positions in Å, forces in eV/Å.

Values from the calculation:
- max |F| (eV Å⁻¹) = 0.5
- gap between HOMO and LUMO (eV) = 6.834
- LUMO energy (eV) = 0.76
- E_HOMO (Ha) = -0.2231
- energy above the lowest of the compared OMol25 structures with the same formula, charge and spin (kcal per mole) = 98.1

Now the natural (NBO) charges, all in e: number 1, C, carries -0.217; number 2, C, carries -0.223; number 3, C, carries -0.877; number 4, C, carries -0.508; number 5, N, carries -0.469; number 6, C, carries 0.521; number 7, N, carries -0.672; number 8, H, carries 0.401; number 9, H, carries 0.358; number 10, H, carries 0.211; number 11, H, carries 0.229; number 12, H, carries 0.201; number 13, H, carries 0.183; number 14, H, carries 0.186; number 15, H, carries 0.203; number 16, H, carries 0.216; number 17, H, carries 0.257